Record 1
Computed, not measured: a molecular structure, C39H28BrN6PtS3, with ωB97M-V/def2-TZVPD.

Values from the calculation:
* frontier orbital gap (spin up / spin down): 4.6577 / 5.7470 eV
* relative energy (zero: lowest compared OMol25 entry of this formula, charge and spin): 10.3 kcal per mole
* total charge: +1
* E_LUMO (spin up / spin down): -3.12 / -4.21 eV
* maximum force: 0.015 hartree/bohr
* E_tot: -5719.17210 hartree
* HOMO energy (spin up / spin down): -7.77 / -9.96 eV
* 2S+1: 3

```
78
Properties=species:S:1:pos:R:3:mulliken_spin:R:1
Pt 0.616 0.838 0.450 0.564
S 1.520 1.914 7.368 0.002
C 2.540 3.239 7.714 0.030
C 2.986 3.837 6.578 -0.014
C 2.489 3.210 5.406 0.038
C 1.672 2.143 5.664 -0.055
C 0.984 1.256 4.720 0.067
C 1.133 1.432 3.365 0.075
N 0.512 0.668 2.447 0.150
C -0.280 -0.381 2.858 0.145
C -0.472 -0.632 4.238 -0.018
C -1.327 -1.743 4.597 0.001
C -1.922 -2.507 3.661 -0.027
C -1.726 -2.255 2.251 0.024
C -2.293 -3.003 1.246 0.077
C -2.048 -2.707 -0.116 0.094
C -1.213 -1.637 -0.389 -0.011
N -0.651 -0.893 0.567 0.307
C -0.886 -1.170 1.893 0.118
C -2.637 -3.494 -1.204 -0.046
C -2.521 -3.327 -2.559 0.039
C -3.233 -4.299 -3.310 -0.018
C -3.887 -5.189 -2.517 0.033
S -3.638 -4.857 -0.861 0.003
C 0.147 0.189 5.152 0.138
H 2.755 3.500 8.737 0.001
H 3.647 4.692 6.574 0.000
H 2.744 3.545 4.409 0.003
H 1.788 2.203 2.977 0.021
H -1.477 -1.945 5.651 0.000
H -2.559 -3.335 3.947 -0.001
H -2.931 -3.838 1.509 0.018
H -0.979 -1.366 -1.412 0.016
H -1.942 -2.538 -3.022 0.003
H -3.255 -4.331 -4.390 0.001
H -4.499 -6.025 -2.813 0.002
H 0.000 0.008 6.210 0.019
Br 7.250 0.343 0.712 0.001
C 5.364 0.442 0.635 0.003
C 4.606 -0.660 0.998 -0.001
C 3.220 -0.584 0.938 0.032
C 2.606 0.585 0.514 0.127
C 3.375 1.684 0.143 -0.032
C 4.762 1.616 0.212 0.011
H 5.092 -1.567 1.331 0.000
H 2.628 -1.441 1.238 0.002
H 2.915 2.601 -0.210 0.011
H 5.367 2.467 -0.070 0.001
S 0.602 0.667 -6.176 0.000
C 0.644 0.745 -4.397 0.002
C 1.431 -0.125 -3.653 0.001
C 1.444 -0.021 -2.277 0.011
N 0.720 0.898 -1.620 0.013
C -0.030 1.748 -2.335 0.006
C -0.092 1.704 -3.713 0.001
C -0.571 -0.679 -6.322 0.000
C -1.929 -0.415 -6.383 0.000
C -2.797 -1.493 -6.492 0.000
N -2.391 -2.759 -6.543 0.000
C -1.082 -2.995 -6.499 0.000
C -0.128 -1.991 -6.392 0.000
H 2.032 -0.880 -4.139 0.000
H 2.047 -0.683 -1.672 0.000
H -0.586 2.490 -1.780 -0.001
H -0.714 2.408 -4.247 0.000
H -2.304 0.599 -6.355 0.000
H -3.868 -1.331 -6.542 0.000
H -0.779 -4.034 -6.555 0.000
H 0.927 -2.227 -6.375 0.000
N -1.070 3.553 1.330 0.018
C -2.059 4.436 1.100 0.002
C -2.971 3.810 0.284 0.001
C -2.444 2.524 0.086 -0.007
N -1.292 2.376 0.727 -0.003
H -0.284 3.654 1.952 0.002
H -2.045 5.426 1.525 0.000
H -3.895 4.209 -0.096 0.000
H -2.862 1.700 -0.472 0.001
```

***

Record 2
Computed, not measured: a molecular structure, C39H28Cl5FMoN9O7S, with ωB97M-V/def2-TZVPD.

Values from the calculation:
* frontier orbital gap (spin up / spin down): 4.7640 / 4.9688 eV
* relative energy (zero: lowest compared OMol25 entry of this formula, charge and spin): 3.9 kcal per mole
* total charge: +1
* E_LUMO (spin up / spin down): -5.03 / -4.83 eV
* maximum force: 0.007 hartree/bohr
* E_tot: -5389.52534 hartree
* HOMO energy (spin up / spin down): -9.80 / -9.80 eV
* 2S+1: 3

```
91
Properties=species:S:1:pos:R:3:mulliken_spin:R:1
Mo 0.247 -0.963 1.039 2.006
C -1.185 1.416 2.525 -0.010
N -1.167 0.921 1.118 -0.009
C -2.490 0.361 0.760 0.017
C -2.741 -0.820 1.642 -0.003
C -3.992 -1.156 2.123 -0.003
C -4.107 -2.203 3.023 0.005
C -2.962 -2.856 3.448 -0.003
C -1.745 -2.471 2.922 0.028
N -1.642 -1.498 2.008 -0.014
C -0.863 2.067 0.229 0.018
C 0.570 2.496 0.397 -0.021
C 1.058 3.605 -0.272 0.001
C 2.382 3.967 -0.079 0.000
C 3.133 3.246 0.840 0.002
C 2.559 2.161 1.469 0.006
N 1.308 1.745 1.225 0.036
C -0.258 0.744 3.502 0.008
C -0.165 1.275 4.780 -0.003
C 0.594 0.628 5.734 0.002
C 1.239 -0.552 5.392 -0.003
C 1.127 -1.011 4.100 0.020
N 0.410 -0.368 3.159 -0.014
H -2.199 1.319 2.921 -0.001
H -0.955 2.482 2.529 -0.002
H -2.467 0.056 -0.288 -0.002
H -3.287 1.102 0.872 0.003
H -4.856 -0.592 1.799 0.000
H -5.077 -2.485 3.410 0.000
H -2.999 -3.652 4.177 0.000
H -0.826 -2.941 3.233 0.005
H -1.535 2.896 0.478 0.001
H -1.079 1.791 -0.799 -0.001
H 0.445 4.186 -0.953 0.000
H 2.810 4.789 -0.643 0.000
H 4.156 3.521 1.056 0.000
H 3.121 1.602 2.205 -0.001
H -0.697 2.188 5.014 0.000
H 0.675 1.032 6.735 0.000
H 1.830 -1.106 6.106 0.000
H 1.619 -1.919 3.786 -0.005
Cl -0.592 -4.673 1.193 0.004
C 1.058 -4.150 1.376 0.050
C 1.399 -2.791 1.450 -0.079
C 2.764 -2.565 1.597 0.005
Cl 3.264 -0.903 1.705 0.010
C 3.753 -3.538 1.637 -0.023
Cl 5.403 -3.113 1.802 -0.001
C 3.365 -4.868 1.535 0.028
Cl 4.540 -6.107 1.559 0.005
C 2.008 -5.173 1.410 -0.016
Cl 1.542 -6.817 1.282 -0.002
F -5.211 -1.521 -0.225 0.000
C -4.346 -1.627 -1.242 0.003
C -3.368 -2.531 -1.223 -0.002
N -2.453 -2.637 -2.248 0.004
C -1.306 -3.516 -2.089 -0.007
C -0.224 -2.880 -1.225 0.046
O 0.946 -3.021 -1.454 0.018
O -0.734 -2.144 -0.227 -0.171
C -2.546 -1.857 -3.396 0.000
O -1.760 -1.924 -4.308 0.000
N -3.592 -0.949 -3.377 0.000
C -4.520 -0.704 -2.362 -0.001
O -5.337 0.177 -2.428 0.000
H -3.246 -3.220 -0.397 -0.001
H -0.869 -3.714 -3.063 -0.001
H -1.633 -4.456 -1.644 0.001
H -3.677 -0.376 -4.207 0.000
O 1.529 6.110 -2.304 0.000
S 2.743 6.037 -3.116 0.000
O 3.892 5.551 -2.364 0.000
O 2.983 7.136 -4.003 0.000
C 2.281 4.617 -4.158 -0.001
N 1.872 4.797 -5.410 0.002
C 1.359 3.745 -6.031 -0.001
C 1.180 2.513 -5.409 0.003
C 1.663 2.436 -4.115 0.007
N 2.252 3.457 -3.506 0.002
C 1.461 1.302 -3.182 0.000
C 0.230 0.672 -3.047 -0.003
C -0.024 -0.061 -1.913 0.042
N 0.877 -0.245 -0.931 -0.001
C 2.129 0.205 -1.165 0.041
C 2.447 0.985 -2.251 -0.013
H 1.055 3.894 -7.061 0.000
H 0.717 1.678 -5.916 0.000
H -0.564 0.834 -3.764 0.000
H -1.006 -0.480 -1.747 0.008
H 2.874 -0.009 -0.423 -0.019
H 3.434 1.418 -2.335 0.000
```

***

Record 3
Computed, not measured: a molecular structure, C39H29AsBrCl2F4LuN3O7PS, with ωB97M-V/def2-TZVPD.

Values from the calculation:
* frontier orbital gap: 7.4721 eV
* E_LUMO: -0.20 eV
* maximum force: 0.044 hartree/bohr
* E_tot: -10299.35599 hartree
* HOMO energy: -7.67 eV

```
89
Properties=species:S:1:pos:R:3:lowdin_charge:R:1
Lu -1.643 1.896 -0.691 1.593
C -3.637 -1.401 2.056 -0.011
C -3.139 -0.106 1.497 -0.289
N -2.314 -0.014 0.531 -0.097
N -1.873 -1.139 -0.109 0.103
C -0.794 -0.878 -0.813 -0.453
O -0.172 0.247 -0.802 -0.221
C -0.124 -2.046 -1.519 -0.222
C -1.003 -3.319 -1.601 -0.182
C -1.266 -3.850 -2.974 -0.042
C -0.692 -3.329 -4.055 -0.087
C 0.220 -2.181 -3.964 -0.075
C 0.486 -1.583 -2.805 -0.023
C -3.556 1.193 2.068 -0.251
C -4.225 1.281 3.283 -0.016
C -4.553 2.530 3.789 -0.053
C -4.225 3.657 3.057 -0.050
C -3.558 3.484 1.853 -0.112
N -3.219 2.295 1.375 0.023
H -3.321 -2.205 1.397 0.066
H -4.725 -1.396 2.139 0.088
H -3.217 -1.578 3.050 0.087
H -1.932 -3.170 -1.054 0.131
H -1.934 -4.702 -3.052 0.109
H -0.893 -3.738 -5.038 0.096
H 0.675 -1.824 -4.881 0.099
H 1.139 -0.719 -2.742 0.121
H -4.476 0.381 3.829 0.110
H -5.053 2.617 4.745 0.112
H -4.473 4.649 3.407 0.109
H -3.266 4.337 1.250 0.120
F 6.845 -2.003 -2.419 0.136
C 5.810 -1.763 -1.619 -0.137
C 5.264 -2.786 -0.871 -0.136
F 5.783 -4.010 -0.944 0.131
C 4.187 -2.524 -0.045 -0.221
F 3.726 -3.546 0.686 0.107
C 3.603 -1.266 0.045 -0.302
P 2.128 -0.901 1.139 1.105
C 3.028 -1.223 2.730 -0.356
C 3.116 -2.413 3.447 -0.094
C 3.823 -2.456 4.642 -0.081
C 4.460 -1.325 5.129 -0.092
C 4.390 -0.136 4.415 -0.086
C 3.670 -0.087 3.231 -0.115
C 1.100 -2.383 0.834 -0.339
C 0.349 -2.897 1.818 -0.106
C -0.458 -4.106 1.646 -0.079
C -0.540 -4.727 0.472 -0.044
C 0.022 -4.128 -0.773 -0.173
C 0.922 -2.862 -0.585 -0.116
C 4.197 -0.242 -0.701 -0.585
Br 3.566 1.539 -0.612 0.818
C 5.285 -0.489 -1.520 -0.267
F 5.852 0.487 -2.228 0.079
H 2.651 -3.313 3.072 0.096
H 3.882 -3.387 5.193 0.103
H 5.010 -1.367 6.060 0.101
H 4.890 0.752 4.781 0.103
H 3.594 0.846 2.682 0.087
H 0.392 -2.463 2.811 0.100
H -0.914 -4.538 2.529 0.099
H -1.057 -5.676 0.375 0.110
H 0.500 -4.885 -1.398 0.148
H 1.894 -2.946 -1.066 0.125
O -1.864 0.851 -2.995 -0.405
As -3.508 1.680 -2.884 1.139
O -2.736 3.386 -2.519 -0.360
O -3.715 1.394 -1.274 -0.660
C -2.080 4.130 -3.450 -0.314
C -2.297 4.013 -4.817 -0.039
C -1.591 4.806 -5.711 -0.085
C -0.672 5.732 -5.248 -0.087
C -0.452 5.859 -3.883 -0.005
C -1.153 5.074 -2.988 -0.289
S 0.096 3.971 -1.001 0.845
O -0.084 2.848 -1.966 -0.527
O -0.926 5.169 -1.629 -0.237
O -0.717 3.597 0.210 -0.627
H -1.518 0.780 -3.890 0.048
H -3.018 3.284 -5.165 0.088
H -1.764 4.698 -6.774 0.103
H -0.107 6.341 -5.941 0.102
H 0.269 6.568 -3.496 0.123
Cl -0.457 3.526 4.404 0.533
C -0.485 1.816 3.953 -0.942
Cl -0.387 1.592 2.196 0.653
H -1.418 1.390 4.302 0.017
H 0.380 1.331 4.390 0.023
```

***

Record 4
Computed, not measured: a molecular structure, C39H30BrCsN9S, with ωB97M-V/def2-TZVPD.

Values from the calculation:
* frontier orbital gap: 4.4567 eV
* total charge: -1
* E_LUMO: 1.05 eV
* maximum force: 0.048 hartree/bohr
* E_tot: -4989.34477 hartree
* HOMO energy: -3.41 eV

```
81
Properties=species:S:1:pos:R:3:lowdin_charge:R:1
Cs 0.826 -2.074 0.972 0.747
C 1.122 -0.821 5.855 -0.132
C 2.442 -0.960 6.252 -0.133
C 3.449 -0.945 5.309 -0.076
C 3.151 -0.824 3.943 -0.253
C 1.815 -0.692 3.533 -0.236
C 0.827 -0.669 4.508 -0.207
C 4.214 -0.838 2.933 -0.231
C 5.588 -0.887 3.305 -0.002
C 6.553 -0.943 2.346 -0.020
C 6.185 -0.926 0.983 -0.166
C 7.113 -0.992 -0.073 -0.051
C 6.686 -0.964 -1.373 -0.102
C 5.316 -0.855 -1.660 -0.090
C 4.390 -0.785 -0.657 -0.017
C 4.794 -0.835 0.697 -0.223
N 3.861 -0.806 1.663 0.125
H 0.332 -0.836 6.598 0.083
H 2.688 -1.078 7.301 0.085
H 4.468 -1.045 5.659 0.079
H -0.212 -0.524 4.226 0.053
H 5.870 -0.886 4.345 0.091
H 7.602 -0.999 2.610 0.110
H 8.168 -1.068 0.159 0.105
H 7.397 -1.022 -2.186 0.094
H 4.997 -0.827 -2.693 0.097
H 3.337 -0.680 -0.876 0.087
Br 0.839 -4.482 -6.759 0.709
C 0.792 -3.036 -5.514 -0.674
C 0.837 -3.303 -4.154 -0.112
C 0.797 -2.250 -3.272 -0.012
C 0.732 -0.919 -3.713 -0.281
C 0.675 -0.686 -5.099 -0.022
C 0.702 -1.738 -5.992 -0.140
N 0.685 0.025 -2.729 0.108
C 0.907 1.282 -2.890 -0.079
C 0.824 2.178 -1.766 -0.268
C 0.893 3.574 -1.940 -0.028
C 0.791 4.389 -0.833 -0.078
C 0.652 3.812 0.426 -0.047
C 0.619 2.423 0.501 -0.118
N 0.685 1.634 -0.546 0.134
H 0.891 -4.314 -3.777 0.084
H 0.815 -2.437 -2.210 0.040
H 0.589 0.319 -5.483 0.099
H 0.652 -1.560 -7.057 0.096
H 1.188 1.731 -3.853 0.123
H 1.012 3.995 -2.928 0.104
H 0.820 5.466 -0.939 0.103
H 0.576 4.420 1.315 0.102
H 0.540 1.921 1.456 0.109
S 0.450 -4.841 -0.756 0.291
C 0.687 -5.992 0.365 -1.072
N 0.847 -6.837 1.144 -0.019
C -2.600 -0.255 -1.619 -0.002
C -3.106 -0.542 -0.255 -0.372
N -2.364 -0.785 0.790 0.086
C -3.213 -1.039 1.824 -0.126
C -4.502 -0.955 1.398 -0.057
N -4.434 -0.637 0.062 -0.032
C -5.573 -0.395 -0.777 -0.073
N -6.381 0.673 -0.257 -0.062
N -7.684 0.493 0.047 0.051
N -8.181 1.567 0.511 0.059
C -7.216 2.525 0.549 -0.233
C -7.239 3.853 0.976 -0.017
C -6.060 4.557 0.894 -0.093
C -4.883 3.980 0.403 -0.078
C -4.833 2.670 -0.029 0.002
C -6.019 1.952 0.048 -0.155
H -1.521 -0.131 -1.573 0.056
H -3.043 0.652 -2.030 0.071
H -2.827 -1.084 -2.290 0.092
H -2.843 -1.263 2.806 0.100
H -5.439 -1.088 1.901 0.115
H -6.220 -1.280 -0.822 0.144
H -5.221 -0.149 -1.787 0.138
H -8.146 4.294 1.358 0.110
H -6.029 5.585 1.223 0.100
H -3.983 4.574 0.362 0.103
H -3.916 2.234 -0.390 0.102
```

***

Record 5
Computed, not measured: a molecular structure, C39H30BrN11O5W, with ωB97M-V/def2-TZVPD.

Values from the calculation:
* frontier orbital gap (spin up / spin down): 6.5766 / 6.2212 eV
* relative energy (zero: lowest compared OMol25 entry of this formula, charge and spin): 1.1 kcal per mole
* total charge: +2
* E_LUMO (spin up / spin down): -6.25 / -6.67 eV
* maximum force: 0.010 hartree/bohr
* E_tot: -5123.42592 hartree
* HOMO energy (spin up / spin down): -12.83 / -12.89 eV
* 2S+1: 3

```
87
Properties=species:S:1:pos:R:3:mulliken_spin:R:1
W -0.571 -0.262 -1.102 1.671
O 0.043 -5.091 -3.835 0.002
C 0.164 -4.125 -4.752 0.001
C 0.417 -4.526 -6.065 -0.002
C 0.543 -3.590 -7.065 0.002
C 0.424 -2.223 -6.794 -0.001
C 0.177 -1.814 -5.509 0.008
C 0.044 -2.748 -4.464 -0.002
C -0.212 -2.274 -3.121 0.008
O -0.354 -0.969 -2.915 0.023
N -0.291 -3.080 -2.094 0.000
N -0.504 -2.369 -0.919 -0.059
C -0.652 -3.088 0.156 0.068
C -0.792 -2.576 1.487 0.031
C -0.963 -3.480 2.550 0.022
C -1.037 -3.031 3.850 0.002
C -0.927 -1.667 4.118 0.017
C -0.751 -0.750 3.095 0.000
C -0.690 -1.203 1.785 0.042
O -0.489 -0.327 0.786 0.083
H -0.117 -4.702 -2.958 -0.001
H 0.507 -5.584 -6.265 0.000
H 0.740 -3.921 -8.076 0.000
H 0.529 -1.499 -7.589 0.000
H 0.090 -0.761 -5.278 -0.002
H -0.638 -4.166 0.024 -0.008
H -1.028 -4.538 2.333 0.001
H -1.166 -3.732 4.661 0.001
H -0.967 -1.314 5.140 0.000
H -0.654 0.308 3.300 0.008
O -6.716 -1.632 -0.894 0.007
C -5.446 -1.286 -1.027 0.015
C -4.555 -1.878 -1.928 -0.007
C -3.259 -1.438 -1.951 0.006
N -2.768 -0.459 -1.149 -0.024
C -3.661 0.134 -0.326 0.014
Br -3.145 1.661 0.654 0.008
C -4.977 -0.244 -0.225 -0.004
H -6.973 -2.341 -1.499 0.000
H -4.865 -2.665 -2.601 0.000
H -2.558 -1.886 -2.639 0.010
H -5.653 0.269 0.443 0.000
C 4.959 0.748 -0.115 0.000
N 3.743 0.167 -0.695 0.003
C 2.543 0.719 -0.825 0.010
N 1.639 -0.236 -1.045 -0.027
C 2.396 -1.380 -1.077 0.001
N 3.658 -1.165 -0.847 -0.001
C 4.881 0.614 1.390 -0.001
C 5.774 -0.157 2.120 0.000
C 5.590 -0.324 3.490 0.000
C 4.502 0.240 4.135 0.000
C 3.608 1.017 3.403 -0.003
C 3.821 1.218 2.047 0.001
C 2.394 1.579 3.988 0.001
N 1.809 1.354 5.112 0.000
N 0.624 2.076 5.096 0.000
C 0.584 2.688 3.966 0.001
O 1.674 2.424 3.200 0.000
C -0.467 3.492 3.347 0.001
C -1.738 3.588 3.909 -0.001
C -2.741 4.246 3.214 0.000
C -2.503 4.757 1.943 0.000
C -1.234 4.668 1.382 0.003
C -0.972 5.078 -0.045 -0.001
N -0.884 3.872 -0.900 0.008
C -0.365 2.689 -0.618 0.010
N -0.610 1.843 -1.627 0.010
C -1.299 2.616 -2.527 0.017
N -1.465 3.841 -2.116 -0.003
C -0.211 4.083 2.114 0.001
H 5.019 1.787 -0.441 0.000
H 5.798 0.198 -0.534 0.000
H 2.355 1.775 -0.741 0.009
H 1.999 -2.362 -1.267 -0.002
H 6.607 -0.639 1.626 0.000
H 6.294 -0.921 4.052 0.000
H 4.340 0.083 5.193 0.000
H 3.128 1.841 1.499 0.002
H -1.928 3.146 4.877 0.000
H -3.725 4.339 3.653 0.000
H -3.308 5.227 1.390 0.000
H -0.047 5.642 -0.158 0.001
H -1.789 5.661 -0.463 0.000
H 0.107 2.432 0.316 0.018
H -1.655 2.253 -3.477 0.001
H 0.795 4.055 1.712 -0.001
```